No. 1
ORCA calculation (the ωB97M-V functional and the def2-TZVPD basis) on C3H6N4O2 in the gas phase at a distorted geometry.

## Properties
**Energy above the lowest of the compared OMol25 structures with the same formula, charge and spin**: 184.0 kcal per mole
**HOMO**: -9.99 eV
**Maximum force**: 5.46 eV/Å
**Total charge**: 0
**Orbital gap**: 9.7743 eV
**DFT total energy**: -13256.2900 eV

Each line ends with the Löwdin charge.
Element x y z (Å)
1 C -0.888 -1.516 0.942  0.04
2 C -0.058 0.384 -0.752  -0.44
3 C 1.146 0.500 -1.601  -0.04
4 N -1.334 -1.472 -0.294  -0.02
5 N -0.935 -0.697 -1.140  0.09
6 N 0.257 0.135 0.606  0.07
7 N 0.063 0.992 1.629  -0.46
8 O -0.272 0.584 2.737  0.03
9 O 0.174 2.189 1.367  0.04
10 H -1.595 -1.371 1.675  0.07
11 H -0.129 -2.442 1.095  0.17
12 H -0.825 1.291 -0.829  0.20
13 H 1.638 -0.422 -1.797  0.07
14 H 1.982 1.122 -1.117  0.13
15 H 0.777 0.725 -2.521  0.04


No. 2
ORCA calculation (the ωB97M-V functional and the def2-TZVPD basis) on C3H6N4O2S2 in the gas phase at a distorted geometry.

## Properties
**Energy above the lowest of the compared OMol25 structures with the same formula, charge and spin**: 83.4 kcal per mole
**HOMO**: -8.81 eV
**Maximum force**: 6.29 eV/Å
**SMILES**: [H]/N=c1\sc(S(N)(=O)=O)nn1C
**Total charge**: 0
**Orbital gap**: 8.4248 eV
**DFT total energy**: -34928.7981 eV

Each line ends with the Löwdin charge.
Element x y z (Å)
1 H -0.364 -0.109 -3.796  0.08
2 N -1.043 0.134 -2.976  0.04
3 C -0.528 -0.110 -1.773  -0.59
4 S 1.378 -0.112 -1.371  1.02
5 C 0.733 0.006 0.277  -0.69
6 S 1.959 -0.117 1.483  0.68
7 N 2.252 1.172 2.483  -0.17
8 O 1.581 -0.983 2.594  -0.35
9 O 3.063 -0.342 0.341  -0.50
10 N -0.554 -0.098 0.509  0.10
11 N -1.221 -0.451 -0.671  -0.19
12 C -2.679 -0.402 -0.744  -0.07
13 H 2.924 1.985 2.010  0.16
14 H 1.986 0.821 3.559  0.18
15 H -3.163 -1.215 -1.264  0.07
16 H -3.048 -0.701 0.360  0.13
17 H -3.276 0.520 -1.022  0.10


No. 3
ORCA calculation (the ωB97M-V functional and the def2-TZVPD basis) on C3H6N4S in the gas phase at a distorted geometry.

## Properties
**Energy above the lowest of the compared OMol25 structures with the same formula, charge and spin**: 98.4 kcal per mole
**HOMO**: -8.10 eV
**Maximum force**: 7.04 eV/Å
**SMILES**: NN1C=NNCC1=S
**Total charge**: 0
**Orbital gap**: 7.9622 eV
**DFT total energy**: -20000.0680 eV

Each line ends with the Löwdin charge.
Element x y z (Å)
1 N -0.790 1.994 0.007  -0.01
2 N -0.092 0.856 0.006  -0.26
3 C 1.296 1.189 0.132  -0.11
4 N 2.315 0.328 -0.052  -0.02
5 N 2.047 -1.004 -0.230  -0.11
6 C 0.576 -1.550 0.144  -0.09
7 C -0.522 -0.431 -0.126  -0.69
8 S -2.193 -0.705 -0.001  0.59
9 H -1.024 2.413 -0.929  0.12
10 H -1.879 1.961 0.384  0.14
11 H 1.602 2.114 0.566  0.10
12 H 2.938 -1.590 0.158  0.18
13 H 0.359 -2.442 -0.397  0.08
14 H 0.631 -1.630 1.229  0.10


No. 4
ORCA calculation (the ωB97M-V functional and the def2-TZVPD basis) on C3H6N4S in the gas phase at a distorted geometry.

## Properties
**Energy above the lowest of the compared OMol25 structures with the same formula, charge and spin**: 92.7 kcal per mole
**HOMO**: -8.14 eV
**Maximum force**: 7.26 eV/Å
**SMILES**: CN(N)c1cnns1
**Total charge**: 0
**Orbital gap**: 8.6361 eV
**DFT total energy**: -20000.3144 eV

Each line ends with the Löwdin charge.
Element x y z (Å)
1 C 0.825 -0.531 0.155  0.01
2 N -0.328 0.395 -0.220  -0.26
3 N 0.028 1.586 -0.949  0.03
4 C -1.602 0.139 0.067  -0.51
5 C -2.201 -1.223 0.594  -0.14
6 N -3.478 -1.091 0.782  -0.14
7 N -3.989 -0.037 0.405  -0.41
8 S -2.964 1.105 -0.233  0.99
9 H 1.409 -0.611 -0.722  0.06
10 H 1.460 -0.281 1.050  0.10
11 H 0.342 -1.466 0.433  0.06
12 H -0.241 1.404 -1.929  0.09
13 H -0.460 2.470 -0.601  0.10
14 H -1.493 -1.769 1.036  0.02